## a
An isolated ion of composition C5H9N2 and charge +1, computed with ωB97M-V/def2-TZVPD.

HOMO level	-14.10	eV
M	97.14	g mol⁻¹
HOMO-LUMO gap	8.559	eV
structure (SMILES)	[H]/N=C/C=[NH+]\CC=C

ORCA input file:
```
! RIJCOSX wB97M-V def2-TZVPD def2/J DEFGRID3
* xyz 1 1
H -0.806 0.783 -0.854
H 1.813 -0.077 -1.681
C 1.462 -0.035 -0.674
C -0.200 -1.067 0.748
H 2.823 1.265 0.457
C -1.509 -0.780 0.121
H -2.491 0.270 -1.486
H -0.099 -2.028 1.226
N 0.808 -1.047 -0.205
C 1.646 1.138 0.208
H -2.375 -1.418 0.445
N 0.730 1.735 0.788
H 0.854 -1.828 -0.778
H 1.069 2.484 1.469
H 0.036 -0.342 1.492
C -1.588 0.113 -0.850
*
```

## b
A 2-piece molecular cluster, C5H9N2 overall, computed with ωB97M-V/def2-TZVPD.

HOMO level	-14.82	eV
M	97.14	g mol⁻¹
HOMO-LUMO gap	8.127	eV

ORCA input file:
```
! RIJCOSX wB97M-V def2-TZVPD def2/J DEFGRID3
* xyz 1 1
H -2.219 -0.054 2.480
C 1.131 -1.533 -0.140
H 1.981 -1.520 0.463
C -2.237 0.094 0.026
N 0.681 1.636 -0.037
H 0.284 2.181 0.742
H 0.646 2.215 -0.848
N -0.524 -0.593 1.589
H 0.844 -2.584 -0.358
H -1.084 -0.199 -1.742
H 1.412 -1.512 -1.181
H 1.575 1.397 0.364
C -1.206 -0.297 -0.704
C -1.743 -0.127 1.527
C -0.048 -0.647 0.219
H -3.215 0.432 -0.150
*
```

Going by the energies, a is most stable and the next is 0.0111 hartree up.

## a
A 2-piece molecular cluster, C5H9N2 overall, computed with ωB97M-V/def2-TZVPD.

HOMO level (alpha / beta)	-13.63 / -13.63	eV
M	97.14	g mol⁻¹
HOMO-LUMO gap (alpha / beta)	6.801 / 6.800	eV

ORCA input file:
```
! RIJCOSX wB97M-V def2-TZVPD def2/J DEFGRID3
* xyz 1 1
C 2.149 -0.626 -0.618
C -1.364 0.114 -0.124
H -1.893 -1.848 -0.586
H 2.861 -1.473 -0.565
H 2.450 1.631 -0.309
N -2.361 -0.300 0.765
H -2.958 1.730 -0.038
H -3.053 -0.560 -1.366
H -1.764 1.612 1.438
H 1.495 -0.702 1.497
H 3.349 0.544 0.861
N 1.383 -0.320 0.556
H 1.665 -0.630 -1.595
C -2.151 1.126 0.509
C -2.246 -0.898 -0.625
C 2.439 0.599 0.200
*
```

## b
C5H9N2 as an isolated structure, computed with ωB97M-V/def2-TZVPD.

HOMO level	-15.43	eV
M	97.14	g mol⁻¹
HOMO-LUMO gap	11.635	eV

ORCA input file:
```
! RIJCOSX wB97M-V def2-TZVPD def2/J DEFGRID3
* xyz 1 1
C 0.763 -1.358 -0.586
C -0.005 1.040 -0.005
C 0.048 1.751 -1.310
H -2.170 -0.299 0.841
H -0.749 2.480 -1.233
H 0.806 -2.371 -0.155
C -1.176 -0.751 1.052
H -1.244 -1.732 1.406
H 1.809 -1.002 -0.475
H -0.132 0.909 -1.906
N -0.119 -0.442 0.134
N 0.085 1.361 1.213
H 0.469 -1.254 -1.706
H 0.620 -0.449 2.445
C 0.001 -0.053 1.563
H 0.996 2.167 -1.280
*
```

## c
An isolated ion of composition C5H9N2 and charge +1, computed with ωB97M-V/def2-TZVPD.

HOMO level	-13.55	eV
M	97.14	g mol⁻¹
HOMO-LUMO gap	8.104	eV
structure (SMILES)	C=N/C=C\C=[NH+]\C

ORCA input file:
```
! RIJCOSX wB97M-V def2-TZVPD def2/J DEFGRID3
* xyz 1 1
H -0.903 1.803 -0.523
H 0.736 -1.717 -1.360
C 1.178 1.388 -0.072
C -0.117 1.034 -0.189
C 0.977 -1.641 -0.195
N -0.726 -0.143 0.124
C 2.170 0.433 0.144
H 3.281 0.624 0.257
H -2.679 -0.529 -0.891
H 0.720 -2.508 0.430
H -0.414 -0.394 1.051
N 1.883 -0.854 0.124
H 1.446 2.473 0.038
H -2.566 0.955 0.233
C -2.266 -0.143 0.043
H -2.720 -0.780 0.784
*
```

## d
An isolated ion of composition C5H9N2 and charge +1, computed with ωB97M-V/def2-TZVPD.

HOMO level (alpha / beta)	-11.12 / -11.11	eV
M	97.14	g mol⁻¹
HOMO-LUMO gap (alpha / beta)	6.206 / 6.198	eV

ORCA input file:
```
! RIJCOSX wB97M-V def2-TZVPD def2/J DEFGRID3
* xyz 1 1
H -1.677 0.666 -0.432
H -0.440 -0.586 -2.284
C -0.178 -1.242 -1.528
C 0.959 -0.637 -0.625
H -1.239 -2.135 0.144
H 2.110 2.138 2.351
C 0.093 0.337 0.434
H 1.364 -1.382 0.004
H -1.956 -0.161 1.084
H 1.768 -0.039 -0.996
H 1.564 2.789 0.621
H -2.268 -1.525 -0.899
C -1.295 -0.043 0.227
C 1.715 1.964 1.359
N -1.298 -1.278 -0.530
N 0.775 1.133 1.070
*
```

Going by the energies, c is most stable and the next is 0.0201 hartree up.